Density functional theory data (the ωB97M-V functional and the def2-TZVPD basis) for a molecular structure, C30H38N7O8S3W in a non-equilibrium geometry.

The value obtained for the energy above the lowest of the compared OMol25 structures with the same formula, charge and spin is 0.9064 eV. The charge is +1. As for the HOMO energy (spin up / spin down): -0.3659 / -0.3662 Eh. As for the spin multiplicity: 3.

Structure (XYZ):
```
87
Properties=species:S:1:pos:R:3:forces:R:3:lowdin_spin:R:1
W 0.8322 -0.1210 -1.8153 3.831 0.766 -0.647 1.64
O 4.8745 -0.5607 -2.6842 -0.475 0.313 -0.358 0.00
C 3.7454 -0.3401 -3.0289 -1.055 -0.104 0.112 0.01
O 2.6801 -0.8920 -2.3812 0.006 0.350 0.336 0.06
C 3.2969 0.4668 -4.2761 -0.084 0.126 0.306 0.00
C 2.0879 -0.2301 -4.9478 -0.961 2.081 1.292 0.00
C 1.7281 0.3899 -6.2880 -0.199 -0.955 -0.781 0.00
C 1.2339 1.8039 -5.9587 -0.808 0.480 0.553 0.00
C 1.2573 1.8621 -4.4314 0.783 -1.815 -0.404 0.00
O 0.9171 0.4291 -4.0699 1.457 -0.448 -0.484 0.01
C 2.7390 1.9514 -3.9715 0.153 0.145 0.808 0.00
C 2.7850 2.2690 -2.4364 -0.036 0.067 -0.446 0.01
O 3.5859 3.0387 -1.9492 -0.740 -0.873 -0.232 0.01
O 1.8351 1.6479 -1.7013 0.424 -0.151 -0.298 0.05
H 4.1765 0.5112 -4.9166 -0.126 0.090 -0.177 0.00
H 2.0436 -1.3122 -4.8675 -0.138 0.120 0.109 0.00
H 0.9012 -0.2290 -6.7336 0.893 0.655 0.234 0.00
H 2.5983 0.3974 -6.9797 -0.578 -0.141 0.411 0.00
H 0.2010 1.9924 -6.3022 0.571 -0.167 -0.058 0.00
H 1.8791 2.6017 -6.3141 -0.009 -0.016 -0.353 0.00
H 0.5010 2.4890 -3.9799 0.142 0.209 0.339 0.00
H 3.3367 2.7422 -4.5235 -0.771 -1.011 0.753 0.00
O -0.9152 -0.1232 -2.1761 -5.429 -0.104 -0.385 0.08
N -2.1929 0.2320 -2.6501 1.619 0.409 0.512 0.01
C -3.0301 -0.8041 -2.9854 -0.400 1.128 -0.209 0.00
C -4.2209 -0.5044 -3.5986 0.177 -1.703 -0.181 0.00
C -4.5859 0.8341 -3.8100 0.252 1.919 0.548 0.00
C -3.7479 1.8491 -3.3486 -1.093 -1.259 -0.517 0.00
C -2.5044 1.5845 -2.7114 0.685 0.508 -0.360 0.00
S -1.5288 2.8780 -2.2346 0.062 -1.111 -0.053 0.01
H -2.7275 -1.7752 -2.6534 0.331 -0.306 -0.172 0.00
H -4.8232 -1.3692 -3.9650 0.366 0.985 0.576 0.00
H -5.5574 1.1403 -4.2406 0.749 -0.499 0.074 0.00
H -3.9662 2.9024 -3.4791 -0.184 -0.214 0.041 0.00
C 2.7958 -1.4712 1.7035 -0.568 -0.102 -0.340 0.00
C 2.4588 -0.3431 0.7735 0.006 0.202 -1.180 0.01
N 3.3542 0.5869 0.4625 0.064 -0.050 0.500 0.01
O 1.3050 -0.3603 0.1980 0.938 0.046 0.261 0.03
H 3.2678 -1.1389 2.6113 0.054 0.255 0.418 0.00
H 3.5008 -2.1536 1.2236 -0.068 0.077 -0.220 0.00
H 1.8658 -2.0179 1.9065 0.342 0.167 0.122 0.00
H 4.3266 0.5425 0.7600 -0.529 -0.205 0.193 0.00
H 3.1115 1.4145 -0.0845 -0.238 -0.382 -0.159 0.00
C 1.6250 3.5372 4.6159 -0.478 -1.801 0.190 0.00
C 1.3026 3.2782 3.1198 -0.170 0.406 -0.138 0.00
C -0.1207 2.7413 2.8272 -0.206 0.535 0.178 0.00
N -0.2405 1.3185 3.0447 0.247 0.172 -0.755 0.00
C -0.9704 0.5159 2.2555 -0.416 -1.391 1.002 0.00
S -1.9214 0.9266 0.9718 0.261 0.423 -0.431 0.00
N -0.9994 -0.8426 2.6608 0.652 0.687 1.501 0.00
C -0.8011 -1.3135 4.0030 0.001 -0.620 -0.476 0.00
O -0.2999 -2.4084 4.2054 -0.408 0.854 -0.357 0.00
C -1.3508 -0.4796 5.1254 -0.926 0.954 0.808 0.00
C -2.3669 0.4766 4.9224 -0.157 -0.284 0.357 0.00
C -2.9657 1.1722 5.9868 0.042 -0.376 0.669 0.00
C -2.5744 0.8948 7.3135 1.160 -0.520 -0.921 0.00
C -1.5164 -0.0407 7.5222 -0.926 0.892 0.566 0.00
C -0.9582 -0.7041 6.4667 0.494 -0.624 -1.817 0.00
H 2.5363 4.0934 4.7409 0.356 0.308 -0.053 0.00
H 1.7616 2.5841 5.2066 -0.074 0.718 -0.682 0.00
H 0.8168 4.0474 5.1349 -0.088 0.290 -0.186 0.00
H 2.0437 2.5972 2.6662 -0.188 0.252 0.159 0.00
H 1.3964 4.2492 2.5950 -0.058 -0.499 0.147 0.00
H -0.4876 2.8872 1.8038 0.443 0.342 0.172 0.00
H -0.8319 3.2484 3.4986 0.073 0.048 -0.176 0.00
H 0.1583 1.0167 3.9115 0.031 -0.652 0.143 0.00
H -1.1861 -1.5241 1.9380 0.036 0.066 0.046 0.00
H -2.7786 0.6242 3.9360 0.067 0.146 -0.191 0.00
H -3.7791 1.8953 5.7955 0.589 -0.538 0.051 0.00
H -3.0209 1.4081 8.1577 -0.007 -0.053 -0.130 0.00
H -1.1151 -0.2572 8.5171 -0.429 0.186 -0.265 0.00
H -0.1978 -1.4623 6.5822 0.145 -0.013 0.385 0.00
C -3.2024 -3.9792 1.1440 -0.205 0.573 -0.152 0.00
C -2.8135 -4.3849 -0.2930 0.580 -0.185 0.034 0.00
C -1.4345 -3.9303 -0.7102 0.797 1.773 -0.393 0.00
N -1.1448 -2.6560 -0.8406 -0.641 -1.548 -0.260 0.00
N 0.1174 -2.4024 -1.2944 0.763 -0.342 0.000 0.02
C 0.8587 -3.5025 -1.3920 -0.619 0.586 0.125 0.01
N 2.1800 -3.4588 -1.5924 0.208 -0.503 -0.324 0.00
S -0.0428 -4.9839 -1.1517 -0.603 1.242 0.505 0.00
H -4.0824 -4.5336 1.4378 -0.222 -0.233 0.096 0.00
H -3.4842 -2.9121 1.2352 0.307 -0.435 -0.350 0.00
H -2.4328 -4.1622 1.8882 0.238 -0.204 -0.084 0.00
H -3.5303 -3.9533 -1.0018 0.124 -0.137 0.105 0.00
H -2.8217 -5.4720 -0.4369 -0.283 0.161 0.239 0.00
H 2.6088 -2.6121 -1.9967 -0.160 -0.271 0.336 0.00
H 2.6453 -4.3472 -1.6649 0.236 0.137 -0.157 0.00
```
Forces are in eV/Å.